[1]
30
Properties=species:S:1:pos:R:3:lowdin_charge:R:1 method="wB97M-V/def2-TZVPD" relative_energy_kcal_mol=26.6 homo_lumo_gap_ev=9.813 multiplicity=1 smiles="N[C@@H](CC(=O)O)C(=O)N1CCC[C@H]1C(=O)O" total_energy_ev=-22778.336
C -0.023 -0.591 -1.654 -0.275
C -0.388 0.806 -0.981 -0.352
C -0.850 -1.639 -0.978 -0.073
C -2.234 -1.786 -1.513 -0.495
C 1.597 0.847 0.791 -0.191
C 1.514 -0.451 1.601 -0.450
C 1.906 2.113 1.592 -0.130
C 0.555 2.410 2.236 -0.159
C -0.298 2.236 0.998 -0.179
H 1.864 -0.161 -2.244 0.102
H 1.578 -1.734 -2.007 0.073
H -0.417 -0.490 -2.684 0.147
H -0.369 -2.599 -1.114 0.138
H -0.952 -1.413 0.079 0.116
H -4.055 -1.975 -1.109 0.151
H 2.381 0.722 0.066 0.125
H 2.790 1.899 2.241 0.134
H 2.124 2.986 0.972 0.124
H 0.365 1.630 3.010 0.116
H 0.282 3.423 2.704 0.141
H -1.308 1.912 1.169 0.121
H -0.378 3.212 0.408 0.149
H 2.858 -1.598 2.482 0.145
N 1.440 -0.832 -1.585 0.064
N 0.301 1.251 0.126 0.011
O -1.386 1.424 -1.395 0.050
O -2.405 -2.017 -2.705 0.084
O -3.240 -1.701 -0.605 0.106
O 0.520 -0.864 2.132 0.126
O 2.807 -0.894 1.784 0.083


[2]
30
Properties=species:S:1:pos:R:3:lowdin_charge:R:1 method="wB97M-V/def2-TZVPD" relative_energy_kcal_mol=0.0 homo_lumo_gap_ev=9.886 multiplicity=1 smiles="O=C(O)C[C@H](NC(=O)[C@@H]1CCCN1)C(=O)O" total_energy_ev=-22779.490
C 1.772 0.796 -0.892 -0.241
C 0.968 1.019 0.387 -0.405
C 1.222 1.693 -2.008 -0.135
C 0.126 0.828 -2.604 -0.157
C 0.759 -0.578 -2.583 -0.187
C -0.729 0.017 1.847 -0.201
C -0.264 0.319 3.281 -0.478
C -1.533 -1.276 1.820 -0.054
C -2.173 -1.568 0.477 -0.500
H 2.529 -1.017 -1.538 0.127
H 2.804 1.040 -0.621 0.158
H 1.999 1.924 -2.754 0.124
H 0.876 2.642 -1.637 0.107
H -0.784 0.812 -1.961 0.110
H -0.162 1.097 -3.631 0.115
H 1.361 -0.762 -3.455 0.100
H 0.032 -1.387 -2.547 0.101
H 0.467 -0.911 0.317 0.144
H -1.390 0.868 1.507 0.188
H -0.879 -2.110 2.076 0.146
H -2.301 -1.203 2.599 0.143
H -3.037 -3.046 1.343 0.121
H 0.586 1.861 2.565 0.065
N 1.609 -0.583 -1.367 -0.035
N 0.390 -0.069 0.919 0.129
O 0.847 2.148 0.889 0.040
O -0.579 -0.388 4.215 0.102
O -2.014 -0.922 -0.526 0.118
O -2.964 -2.660 0.453 0.117
O 0.461 1.417 3.429 0.138


[3]
32
Properties=species:S:1:pos:R:3:lowdin_charge:R:1 method="wB97M-V/def2-TZVPD" relative_energy_kcal_mol=145.8 homo_lumo_gap_ev=9.482 multiplicity=1 total_energy_ev=-26868.911
C -0.103 0.979 2.097 -0.341
C -0.499 0.530 0.606 -0.473
C 0.104 2.586 2.102 -0.079
C 1.669 2.773 1.615 -0.063
C 1.720 2.264 0.153 -0.471
C -0.943 -1.627 -0.762 -0.200
C -0.376 -3.068 -0.907 -0.374
C -0.769 -0.925 -2.149 -0.023
C -1.313 -1.666 -3.405 -0.439
H 1.871 0.319 2.217 0.147
H 0.486 -0.641 3.198 0.076
H -1.177 1.054 2.488 0.162
H 0.095 2.788 3.247 0.134
H -0.661 3.143 1.526 0.117
H 2.353 2.116 2.160 0.089
H 1.941 3.868 1.690 0.135
H 1.568 0.737 -1.043 0.151
H -0.361 -1.373 1.277 0.230
H -1.942 -1.735 -0.706 0.103
H 0.363 -0.730 -2.050 0.148
H -1.471 -0.065 -2.203 0.139
H -2.932 -2.723 -3.861 0.173
H 1.068 -2.175 0.202 0.228
N 0.905 0.208 2.808 0.029
N -0.086 -0.788 0.252 0.031
O -1.298 1.255 0.086 0.114
O 1.502 2.973 -0.834 0.078
O 1.864 0.912 -0.085 0.017
O -1.049 -3.953 -1.538 0.060
O -0.877 -1.852 -4.510 0.119
O -2.662 -2.069 -3.096 0.003
O 1.009 -3.116 -0.576 -0.020


[4]
26
Properties=species:S:1:pos:R:3:lowdin_charge:R:1 method="wB97M-V/def2-TZVPD" relative_energy_kcal_mol=148.6 homo_lumo_gap_ev="7.265 / 7.265" multiplicity=1 total_energy_ev=-23369.617
C -0.367 -0.618 1.439 -0.345
C -1.455 -0.624 0.458 -0.388
C 1.549 0.605 -2.310 -0.007
C 1.623 -1.312 -0.436 -0.340
C 0.588 1.066 -1.152 -0.220
C 1.845 0.147 -0.834 -0.479
C 2.918 0.831 -0.026 -0.083
C -3.432 -0.474 2.160 -0.092
C -2.735 -1.291 1.021 -0.215
N -0.726 0.708 -1.376 -0.033
N -1.632 -0.084 -0.750 0.083
S 1.155 -1.261 1.391 0.929
H 1.052 -0.160 -2.930 0.111
H 2.348 1.153 -2.776 0.086
H 0.789 -1.726 -0.825 0.024
H 2.558 -1.948 -0.571 0.112
H 0.880 2.086 -0.777 0.149
H 3.573 0.169 0.519 0.064
H 2.494 1.356 0.885 0.097
H 3.417 1.532 -0.721 0.090
H -3.375 0.572 1.942 0.060
H -2.699 -0.380 3.032 0.083
H -4.329 -0.924 2.420 0.037
H -2.552 -2.338 1.238 0.096
H -3.417 -1.368 0.183 0.089
H -1.167 1.028 -2.155 0.094


[5]
28
Properties=species:S:1:pos:R:3:lowdin_charge:R:1 method="wB97M-V/def2-TZVPD" relative_energy_kcal_mol=5.8 homo_lumo_gap_ev=8.018 multiplicity=1 total_charge=+1 total_energy_ev=-26904.559
C 2.498 1.477 -0.484 0.056
C 1.124 1.300 0.051 -0.235
C 2.999 0.242 -0.662 -0.321
C 0.995 -0.041 0.113 -0.238
C 0.758 3.279 1.098 -0.007
C -2.562 -0.883 0.112 -0.335
C 4.365 -0.290 -0.985 0.019
C -2.734 -2.322 0.581 0.029
C -0.194 -0.897 0.442 -0.062
N 0.281 2.281 0.507 0.026
N -1.401 -0.247 -0.096 0.091
N -3.718 -0.253 -0.257 -0.369
O 2.110 -0.642 -0.262 0.104
S -3.771 1.255 -1.071 0.820
H 3.013 2.426 -0.428 0.115
H -4.806 1.776 -0.230 -0.046
H 1.831 3.513 1.155 0.087
H 0.031 4.044 1.571 0.109
H 4.446 -1.294 -0.738 0.059
H 4.674 0.081 -1.973 0.096
H 5.107 0.250 -0.300 0.117
H -2.709 -3.092 -0.246 0.135
H -1.929 -2.549 1.333 0.105
H -3.673 -2.370 1.036 0.066
H -0.119 -1.812 -0.224 0.161
H -0.234 -1.153 1.520 0.146
H -1.376 0.718 -0.509 0.114
H -4.519 -0.902 -0.597 0.158


[6]
30
Properties=species:S:1:pos:R:3:lowdin_charge:R:1 method="wB97M-V/def2-TZVPD" relative_energy_kcal_mol=229.8 homo_lumo_gap_ev=8.298 multiplicity=1 total_energy_ev=-29323.580
C 4.456 -0.219 -0.195 -0.245
C 3.073 -0.980 -0.033 -0.415
C 2.005 -0.311 0.918 -0.207
C 0.222 0.060 -0.832 -0.433
C -0.194 -1.428 -1.014 -0.361
C -2.683 -0.685 0.005 -0.665
C -4.575 0.054 -0.678 -0.115
C -3.950 1.070 0.077 -0.112
C -1.860 1.121 1.464 0.018
H 4.106 1.521 -0.119 0.201
H 5.703 -0.445 0.786 0.170
H 4.643 -1.043 -1.474 0.154
H 3.348 -2.334 0.334 0.201
H 2.282 -1.008 -1.142 0.157
H 2.471 0.094 1.971 0.176
H 1.391 -1.123 1.218 0.055
H 0.684 -2.041 -1.031 0.043
H -0.757 -1.371 -1.962 0.088
H -5.584 -0.092 -1.212 0.123
H -4.383 2.066 0.330 0.141
H -1.087 0.448 1.870 0.084
H -1.474 1.832 0.845 0.035
H -2.343 1.550 2.320 0.087
N 1.019 0.499 0.132 -0.115
N 1.195 1.918 0.039 0.079
N 0.468 2.173 -1.059 -0.049
N -0.163 1.079 -1.624 0.084
N -3.672 -0.961 -0.746 0.021
N -2.899 0.534 0.553 -0.126
S -1.441 -1.978 0.258 0.926


[7]
26
Properties=species:S:1:pos:R:3:lowdin_charge:R:1 method="wB97M-V/def2-TZVPD" relative_energy_kcal_mol=34.4 homo_lumo_gap_ev=8.849 multiplicity=1 total_charge=+1 total_energy_ev=-15135.834
C 0.117 1.567 -1.884 0.039
C -0.938 1.157 -1.039 -0.006
C 1.341 0.930 -1.795 -0.140
C 0.776 0.554 1.414 -0.135
C -0.385 -0.459 1.649 -0.133
C 2.025 -0.078 0.629 -0.066
C -1.608 -0.300 0.722 -0.362
C 1.709 -0.233 -0.836 -0.364
C -2.479 -1.563 0.610 -0.042
N -1.002 -0.053 -0.526 0.088
O 2.364 1.235 -2.645 0.127
O 1.725 -1.333 -1.308 0.147
H 0.142 2.363 -2.638 0.149
H -1.689 1.900 -0.985 0.152
H 0.249 1.448 0.844 0.142
H 1.267 0.892 2.285 0.093
H -0.108 -1.562 1.672 0.142
H -0.769 -0.440 2.731 0.152
H 2.877 0.714 0.731 0.167
H 2.234 -0.991 1.234 0.143
H -2.163 0.499 0.964 0.114
H -3.415 -1.512 -0.074 0.116
H -2.914 -1.992 1.577 0.108
H -1.957 -2.522 0.340 0.094
H -0.321 -0.774 -0.670 0.138
H 2.923 0.553 -3.002 0.137


[8]
30
Properties=species:S:1:pos:R:3:lowdin_charge:R:1 method="wB97M-V/def2-TZVPD" homo_lumo_gap_ev=8.704 multiplicity=1 total_charge=+1 total_energy_ev=-40899.961
C -0.377 -2.205 -0.606 -0.056
C -0.623 -0.706 -0.432 -0.281
N -1.994 -0.451 0.160 -0.292
S -3.053 0.144 -1.005 1.141
C -4.618 -0.447 -0.382 -0.432
S -4.712 -2.265 -0.518 0.675
O -4.458 -2.828 0.761 -0.291
O -3.949 -2.595 -1.692 -0.358
H -1.263 -2.771 -0.317 0.071
H -0.129 -2.447 -1.638 0.084
H 0.456 -2.527 0.014 0.083
H 0.096 -0.246 0.237 0.098
H -0.526 -0.177 -1.385 0.100
H -1.933 0.265 0.882 0.102
H -2.885 -0.892 -1.871 0.037
H -4.714 -0.159 0.665 0.092
H -5.414 0.024 -0.962 0.088
H -6.021 -2.408 -0.828 0.102
C 3.916 3.279 0.388 0.033
C 3.117 2.497 -0.334 0.016
C 2.980 1.054 -0.030 -0.379
O 2.243 0.340 -0.688 0.067
C 3.770 0.504 1.096 0.018
C 4.570 1.282 1.820 0.033
C 4.704 2.734 1.526 -0.378
O 5.423 3.445 2.187 0.132
H 4.038 4.336 0.188 0.127
H 2.539 2.868 -1.171 0.121
H 3.660 -0.556 1.286 0.122
H 5.160 0.908 2.647 0.128


[9]
24
Properties=species:S:1:pos:R:3:lowdin_charge:R:1 method="wB97M-V/def2-TZVPD" relative_energy_kcal_mol=7.6 homo_lumo_gap_ev=9.355 multiplicity=1 smiles=Cc1ccc(O)cc1.CC total_energy_ev=-11607.305
C 2.261 -0.357 2.286 -0.057
C -0.469 -0.312 -0.389 -0.012
C -0.981 -1.589 -0.258 -0.325
C 0.643 0.046 0.363 -0.046
C 1.141 -0.763 1.370 -0.281
C -0.454 -2.452 0.693 -0.033
C 0.587 -2.040 1.489 -0.054
O -2.062 -1.958 -1.020 0.042
H -0.843 0.363 -1.157 0.107
H 1.089 1.007 0.157 0.097
H -0.847 -3.449 0.866 0.116
H -2.064 -2.917 -1.077 0.099
H 2.839 0.502 1.956 0.074
H 2.970 -1.176 2.376 0.074
H 0.996 -2.716 2.232 0.114
H 1.895 -0.143 3.286 0.079
C 0.156 3.104 -1.808 -0.159
C -0.692 4.404 -1.852 -0.162
H 1.200 3.409 -1.873 0.063
H -0.123 2.536 -0.924 0.031
H -0.052 2.469 -2.671 0.063
H -1.080 4.714 -0.882 0.058
H -0.135 5.205 -2.341 0.057
H -1.569 4.249 -2.491 0.057


Look up the multiplicity of the eighth one. 1